(1)
Below is a structure of composition C35H34IN5O5S2Ti, with properties calculated with ωB97M-V/def2-TZVPD.

Cartesian coordinates (Å):
Ti (-0.16, 0.75, 0.40)
C (-4.52, 0.35, -1.23)
C (-4.38, 0.47, 0.26)
N (-5.47, 0.73, 0.98)
C (-5.37, 0.82, 2.32)
C (-4.20, 0.62, 3.00)
C (-4.20, 0.72, 4.50)
O (-4.00, -0.56, 5.13)
C (-3.03, 0.34, 2.25)
C (-1.81, -0.04, 2.91)
N (-0.66, -0.23, 2.29)
C (0.36, -0.84, 3.05)
C (0.83, -0.23, 4.21)
C (1.86, -0.81, 4.94)
C (2.44, -2.00, 4.50)
C (1.95, -2.62, 3.36)
C (0.91, -2.06, 2.65)
I (0.07, -3.11, 1.06)
C (-3.09, 0.31, 0.84)
O (-2.04, 0.12, 0.07)
H (-5.29, 1.03, -1.59)
H (-3.57, 0.56, -1.73)
H (-4.81, -0.67, -1.50)
H (-6.29, 1.06, 2.85)
H (-3.39, 1.36, 4.85)
H (-5.14, 1.16, 4.84)
H (-4.43, -1.22, 4.58)
H (-1.90, -0.28, 3.97)
H (0.39, 0.70, 4.52)
H (2.22, -0.32, 5.83)
H (3.26, -2.44, 5.05)
H (2.38, -3.56, 3.03)
C (1.26, -6.01, -4.58)
C (1.50, -4.77, -3.77)
C (2.80, -4.32, -3.51)
C (3.02, -3.19, -2.75)
C (1.95, -2.48, -2.24)
C (0.65, -2.90, -2.49)
C (0.44, -4.04, -3.25)
S (2.24, -1.05, -1.20)
O (2.18, -1.54, 0.15)
O (3.49, -0.48, -1.65)
N (0.99, -0.08, -1.44)
C (0.84, 0.54, -2.65)
C (1.50, 0.26, -3.83)
C (1.19, 0.92, -5.03)
C (0.20, 1.86, -5.10)
C (-0.49, 2.21, -3.92)
C (-1.53, 3.16, -3.89)
C (-2.16, 3.45, -2.71)
C (-1.73, 2.81, -1.54)
N (-0.76, 1.93, -1.53)
C (-0.15, 1.59, -2.70)
H (2.13, -6.26, -5.19)
H (0.40, -5.89, -5.24)
H (1.06, -6.86, -3.93)
H (3.64, -4.87, -3.91)
H (4.03, -2.83, -2.56)
H (-0.18, -2.33, -2.10)
H (-0.58, -4.36, -3.46)
H (2.30, -0.47, -3.85)
H (1.74, 0.66, -5.92)
H (-0.06, 2.35, -6.03)
H (-1.82, 3.65, -4.81)
H (-2.97, 4.17, -2.65)
H (-2.19, 3.04, -0.59)
S (-2.05, 4.70, 2.66)
C (-1.42, 3.40, 1.92)
N (-0.98, 2.46, 1.38)
C (3.64, 1.05, 1.92)
C (2.58, 2.04, 1.44)
C (2.17, 2.98, 2.56)
C (3.13, 2.85, 0.26)
O (1.48, 1.32, 0.97)
H (4.49, 1.58, 2.34)
H (3.97, 0.42, 1.10)
H (3.21, 0.40, 2.69)
H (3.03, 3.57, 2.89)
H (1.79, 2.42, 3.42)
H (1.38, 3.66, 2.23)
H (4.02, 3.41, 0.55)
H (2.37, 3.55, -0.09)
H (3.39, 2.17, -0.56)

charge	-1
multiplicity	2
HOMO level (spin up / spin down)	-0.16412 / -0.19739	hartree
orbital gap (spin up / spin down)	6.517 / 7.389	eV
energy	-107428.5133	eV
energy relative to the best compared isomer or geometry (same formula, charge and spin)	89.8	kJ/mol

(2)
Below is a structure of composition C30H74CdO16Zn, with properties calculated with ωB97M-V/def2-TZVPD.

Cartesian coordinates (Å):
Zn (-11.82, 6.73, 1.57)
Cd (-14.27, -2.83, -2.26)
C (-12.91, 1.43, 1.03)
C (-12.62, 2.80, 0.81)
C (-12.28, 3.37, -0.65)
O (-11.94, 4.56, -0.71)
C (-12.53, 2.47, -1.75)
C (-12.89, 1.18, -1.51)
C (-13.02, 0.61, -0.08)
O (-13.32, -0.64, 0.12)
O (-13.17, 0.40, -2.53)
O (-12.49, 3.62, 1.70)
H (-13.05, 1.04, 2.03)
H (-12.47, 2.78, -2.79)
C (-8.91, 10.46, -0.37)
C (-10.33, 9.96, -0.61)
O (-10.97, 9.58, 0.55)
H (-8.88, 11.24, 0.40)
H (-8.48, 10.96, -1.24)
H (-8.21, 9.63, -0.22)
H (-10.37, 9.14, -1.32)
H (-10.96, 10.73, -1.08)
H (-11.20, 10.43, 0.92)
C (-13.27, 9.68, 5.79)
C (-12.01, 8.95, 5.35)
O (-12.30, 7.85, 4.56)
H (-13.85, 9.93, 4.90)
H (-13.10, 10.62, 6.32)
H (-13.98, 9.08, 6.34)
H (-11.57, 8.56, 6.27)
H (-11.36, 9.69, 4.88)
H (-12.60, 7.17, 5.17)
C (-7.56, 6.17, -3.42)
C (-7.61, 4.74, -3.59)
O (-6.33, 4.22, -3.43)
H (-8.52, 6.66, -3.56)
H (-6.84, 6.59, -4.11)
H (-7.25, 6.44, -2.41)
H (-7.88, 4.66, -4.65)
H (-8.34, 4.28, -2.92)
H (-5.84, 4.75, -4.06)
C (-14.76, 2.93, 6.20)
C (-13.45, 3.38, 6.71)
O (-13.48, 4.74, 6.87)
H (-14.75, 1.85, 6.03)
H (-15.08, 3.35, 5.25)
H (-15.59, 3.05, 6.90)
H (-12.70, 2.99, 6.02)
H (-13.27, 2.83, 7.64)
H (-14.07, 4.94, 7.60)
C (-8.31, -3.37, 2.19)
C (-9.32, -3.34, 1.05)
O (-8.65, -3.82, -0.10)
H (-8.08, -4.43, 2.31)
H (-8.78, -2.94, 3.07)
H (-7.45, -2.79, 1.86)
H (-9.62, -2.33, 0.77)
H (-10.23, -3.90, 1.30)
H (-9.31, -3.80, -0.80)
C (-16.52, 7.42, 2.91)
C (-16.07, 6.60, 1.72)
O (-14.93, 7.29, 1.27)
H (-15.83, 7.24, 3.73)
H (-17.52, 7.23, 3.33)
H (-16.59, 8.46, 2.59)
H (-16.72, 6.60, 0.84)
H (-15.86, 5.57, 2.00)
H (-15.28, 8.09, 0.86)
C (-7.85, 2.09, 2.84)
C (-7.82, 1.99, 1.33)
O (-7.24, 3.20, 0.91)
H (-8.45, 2.88, 3.28)
H (-6.85, 2.08, 3.27)
H (-8.26, 1.12, 3.12)
H (-8.79, 1.80, 0.88)
H (-7.18, 1.21, 0.90)
H (-6.76, 3.05, 0.09)
C (-19.03, -2.31, -0.51)
C (-18.13, -1.27, -1.27)
O (-17.38, -1.95, -2.23)
H (-18.43, -3.12, -0.10)
H (-19.75, -2.81, -1.16)
H (-19.66, -1.97, 0.32)
H (-17.54, -0.76, -0.52)
H (-18.71, -0.46, -1.71)
H (-18.00, -2.03, -2.95)
C (-16.75, -2.81, 3.69)
C (-15.80, -4.00, 3.65)
O (-16.36, -4.92, 2.78)
H (-16.66, -2.31, 2.73)
H (-16.37, -2.11, 4.43)
H (-17.80, -2.96, 3.92)
H (-15.69, -4.43, 4.64)
H (-14.79, -3.74, 3.34)
H (-16.89, -5.53, 3.30)
C (-7.70, 6.41, 4.54)
C (-7.96, 7.05, 3.19)
O (-8.86, 6.22, 2.46)
H (-8.66, 6.23, 5.02)
H (-7.05, 7.01, 5.17)
H (-7.19, 5.46, 4.40)
H (-7.05, 7.27, 2.63)
H (-8.43, 8.02, 3.33)
H (-8.33, 5.48, 2.17)
C (-13.51, 7.97, -4.87)
C (-13.07, 6.95, -5.88)
O (-12.93, 7.64, -7.10)
H (-13.74, 7.55, -3.89)
H (-14.47, 8.38, -5.19)
H (-12.86, 8.84, -4.82)
H (-13.91, 6.25, -5.95)
H (-12.18, 6.42, -5.55)
H (-12.48, 7.15, -7.79)
C (-13.51, -0.03, -8.22)
C (-14.87, 0.39, -7.61)
O (-14.61, 1.52, -6.86)
H (-12.81, -0.17, -7.40)
H (-13.18, 0.67, -8.98)
H (-13.70, -1.05, -8.55)
H (-15.31, -0.35, -6.94)
H (-15.63, 0.54, -8.37)
H (-14.35, 1.21, -5.99)

charge	+2
multiplicity	1
HOMO level	-0.48183	hartree
orbital gap	3.195	eV
energy	-118022.5462	eV
energy relative to the best compared isomer or geometry (same formula, charge and spin)	1553.1	kJ/mol

(3)
Below is a structure of composition C48H120BF4KN8, with properties calculated with ωB97M-V/def2-TZVPD.

Cartesian coordinates (Å):
K (12.49, -13.89, -10.93)
B (12.05, -11.51, -9.33)
F (13.24, -11.63, -10.04)
F (12.05, -12.53, -8.40)
F (12.15, -10.34, -8.63)
F (10.97, -11.57, -10.22)
C (15.69, -14.25, -9.28)
C (15.09, -15.63, -9.02)
N (14.39, -16.07, -10.23)
C (15.29, -16.11, -11.37)
C (16.41, -17.13, -11.36)
C (13.64, -17.30, -9.93)
C (12.74, -17.60, -11.13)
H (15.21, -13.67, -10.07)
H (16.75, -14.32, -9.53)
H (15.59, -13.58, -8.42)
H (15.81, -16.34, -8.61)
H (14.33, -15.46, -8.26)
H (14.68, -16.20, -12.27)
H (15.63, -15.07, -11.43)
H (15.98, -18.13, -11.47)
H (17.21, -17.00, -12.09)
H (16.97, -17.07, -10.43)
H (13.08, -17.08, -9.02)
H (14.37, -18.08, -9.71)
H (12.12, -18.46, -10.87)
H (13.29, -17.80, -12.05)
H (12.12, -16.72, -11.25)
C (5.96, -11.19, -5.86)
C (6.47, -12.62, -6.05)
N (7.73, -12.77, -5.37)
C (8.83, -12.17, -6.19)
C (10.23, -12.22, -5.56)
C (7.99, -14.22, -5.33)
C (7.11, -14.94, -4.28)
H (6.70, -10.42, -6.06)
H (5.71, -10.90, -4.84)
H (5.07, -10.96, -6.44)
H (5.69, -13.28, -5.68)
H (6.58, -12.86, -7.11)
H (8.88, -12.57, -7.21)
H (8.66, -11.11, -6.36)
H (10.59, -13.25, -5.46)
H (10.99, -11.73, -6.17)
H (10.29, -11.83, -4.55)
H (9.04, -14.31, -5.03)
H (7.91, -14.71, -6.30)
H (6.13, -15.21, -4.68)
H (6.88, -14.32, -3.41)
H (7.62, -15.86, -4.03)
C (7.44, -14.41, -9.56)
C (8.94, -14.14, -9.97)
N (9.65, -15.36, -10.43)
C (9.86, -16.31, -9.37)
C (10.66, -15.67, -8.25)
C (9.06, -16.02, -11.55)
C (8.89, -15.16, -12.75)
H (7.39, -15.09, -8.71)
H (6.85, -14.79, -10.39)
H (6.89, -13.52, -9.26)
H (9.05, -13.34, -10.70)
H (9.45, -13.71, -9.12)
H (10.35, -17.23, -9.68)
H (8.96, -16.66, -8.88)
H (10.97, -16.41, -7.52)
H (10.12, -14.92, -7.67)
H (11.49, -15.12, -8.70)
H (9.75, -16.78, -11.91)
H (8.14, -16.58, -11.41)
H (8.54, -15.64, -13.66)
H (8.08, -14.43, -12.66)
H (9.85, -14.66, -12.88)
C (13.17, -6.65, -13.09)
C (12.21, -6.22, -11.97)
N (10.89, -6.83, -12.17)
C (10.94, -8.26, -11.81)
C (9.97, -9.11, -12.66)
C (9.81, -6.21, -11.35)
C (9.44, -4.84, -11.92)
H (12.80, -6.41, -14.09)
H (13.42, -7.71, -13.04)
H (14.03, -5.99, -12.98)
H (12.55, -6.45, -10.96)
H (12.15, -5.13, -11.98)
H (11.93, -8.70, -11.91)
H (10.78, -8.29, -10.74)
H (9.91, -10.06, -12.15)
H (8.99, -8.65, -12.83)
H (10.40, -9.24, -13.65)
H (10.14, -6.18, -10.31)
H (8.94, -6.86, -11.34)
H (8.53, -4.46, -11.45)
H (9.29, -4.82, -13.00)
H (10.26, -4.17, -11.67)
C (12.19, -15.35, -14.29)
C (12.07, -13.85, -14.63)
N (12.86, -13.02, -13.68)
C (14.30, -13.28, -13.95)
C (15.24, -12.42, -13.09)
C (12.45, -11.62, -13.64)
C (12.71, -10.87, -14.97)
H (11.47, -15.94, -14.87)
H (12.02, -15.60, -13.24)
H (13.17, -15.73, -14.56)
H (12.42, -13.82, -15.66)
H (11.05, -13.47, -14.62)
H (14.57, -14.32, -13.76)
H (14.51, -13.01, -14.99)
H (16.22, -12.84, -13.32)
H (15.28, -11.37, -13.40)
H (15.05, -12.40, -12.02)
H (13.10, -11.17, -12.89)
H (11.41, -11.55, -13.33)
H (12.14, -11.37, -15.75)
H (13.76, -10.82, -15.23)
H (12.30, -9.85, -14.95)
C (15.21, -12.32, -1.14)
C (14.20, -12.87, -2.12)
N (14.85, -13.67, -3.15)
C (15.40, -14.90, -2.61)
C (14.31, -15.94, -2.13)
C (13.98, -13.94, -4.33)
C (13.96, -12.71, -5.26)
H (14.82, -11.49, -0.55)
H (16.09, -11.94, -1.66)
H (15.54, -13.04, -0.40)
H (13.43, -13.39, -1.56)
H (13.71, -12.05, -2.65)
H (16.03, -15.36, -3.37)
H (16.12, -14.70, -1.81)
H (13.59, -16.04, -2.94)
H (14.75, -16.90, -1.88)
H (13.69, -15.71, -1.26)
H (12.94, -14.20, -4.15)
H (14.45, -14.77, -4.85)
H (14.95, -12.30, -5.48)
H (13.46, -11.87, -4.79)
H (13.36, -12.89, -6.15)
C (12.14, -7.12, -7.48)
C (11.55, -5.99, -6.59)
N (12.39, -4.82, -6.62)
C (12.61, -4.25, -7.98)
C (11.30, -3.78, -8.70)
C (11.90, -3.74, -5.73)
C (12.15, -4.08, -4.27)
H (13.04, -7.59, -7.09)
H (12.41, -6.85, -8.50)
H (11.43, -7.94, -7.64)
H (10.52, -5.74, -6.83)
H (11.63, -6.26, -5.53)
H (13.16, -5.00, -8.54)
H (13.30, -3.41, -7.89)
H (10.52, -4.54, -8.66)
H (11.54, -3.53, -9.74)
H (10.93, -2.89, -8.19)
H (12.35, -2.78, -5.95)
H (10.84, -3.57, -5.92)
H (13.20, -4.25, -4.03)
H (11.84, -3.26, -3.62)
H (11.60, -4.91, -3.83)
C (15.33, -8.88, -10.71)
C (15.74, -9.56, -9.41)
N (17.20, -9.86, -9.44)
C (17.61, -10.98, -10.33)
C (19.09, -11.03, -10.62)
C (17.84, -9.89, -8.11)
C (17.27, -11.00, -7.26)
H (15.81, -9.34, -11.58)
H (15.58, -7.82, -10.64)
H (14.25, -8.98, -10.73)
H (15.45, -8.94, -8.57)
H (15.20, -10.50, -9.33)
H (17.25, -11.87, -9.81)
H (17.10, -11.00, -11.29)
H (19.70, -11.28, -9.75)
H (19.30, -11.81, -11.35)
H (19.51, -10.13, -11.07)
H (17.74, -8.91, -7.63)
H (18.93, -10.00, -8.17)
H (17.83, -11.08, -6.33)
H (17.48, -11.93, -7.79)
H (16.21, -10.92, -7.02)

multiplicity	1
HOMO level	-0.27669	hartree
orbital gap	7.539	eV
energy	-91519.8486	eV

Question: multiplicity of number 2 (C30H74CdO16Zn)?
Answer: 1

Question: Look up the multiplicity of the third one.
Answer: 1

Question: Number 3 is which compound?
Answer: C48H120BF4KN8

Question: Which value of energy does entry 2 give?
Answer: -118022.5462 eV